No. 1
112
Properties=species:S:1:pos:R:3:forces:R:3 method="wB97M-V/def2-TZVPD" e_above_lowest_kcal_mol=8.43 charge=+2 orbital_gap_ha=0.249 homo_ha=-0.4575 largest_force_ev_per_a=1.3
H -5.434638 -2.443465 0.498160 0.061 0.024 -0.042
C 1.464479 -0.768571 -3.949482 -0.119 0.054 0.126
F 0.280951 1.996345 2.227656 -0.134 0.154 0.161
C 2.663944 1.236365 0.524632 0.022 0.044 -0.423
C -2.366325 2.882443 -1.895021 0.035 -0.042 -0.008
C 4.947298 1.403530 1.298720 0.166 -0.148 -0.360
O -2.672860 0.228091 3.509801 -0.162 0.486 0.311
C -1.472227 -1.704997 -2.523440 -0.164 -0.164 -0.030
H -4.445454 -0.217641 4.427155 -0.069 0.031 -0.091
H 1.219401 -3.480659 1.621560 0.058 0.061 0.000
C -2.133298 -1.909315 -3.892383 0.099 -0.015 0.139
H -2.894810 3.835326 -1.791911 0.066 -0.107 0.009
C -3.389495 -0.366338 4.633113 -0.100 0.051 0.177
H -2.923832 2.270250 -2.604709 0.051 0.024 -0.017
N -0.028290 -5.983549 -0.313654 0.033 0.124 0.274
N 1.557301 1.726895 -0.118502 0.616 0.089 -0.183
H -1.384244 3.087826 -2.336070 -0.091 0.017 0.056
C -0.002075 -1.488539 4.529479 -0.059 0.150 -0.048
C 0.605482 -0.104190 4.639101 -0.215 0.012 -0.140
C 2.481050 0.033907 1.257130 -0.306 0.266 -0.189
O 1.234113 -0.543800 1.166700 0.893 -0.217 0.048
C 3.997329 6.172767 1.382065 0.124 -0.003 -0.065
H 3.980633 7.163415 0.949737 0.017 -0.002 0.004
C 5.116004 4.078848 1.772039 0.315 0.089 0.128
H 1.563127 -0.687185 -1.771291 0.052 -0.033 0.043
H -3.095250 -4.659480 -5.816486 -0.013 0.031 -0.016
C 4.031910 3.634826 2.522073 -0.152 0.286 0.612
H -2.177842 -1.956493 -1.720732 0.073 -0.019 -0.051
H -3.163950 1.397065 5.837139 0.008 -0.071 0.018
H -1.504684 -3.955510 -4.021895 -0.015 -0.017 0.030
H -2.348373 4.150947 0.395970 0.011 -0.012 0.002
H -3.680184 1.381487 0.924890 -0.002 0.009 -0.048
C 0.289879 -5.260529 0.976164 0.046 0.047 0.137
H -3.800900 -2.784854 2.340152 0.061 -0.041 0.083
H 0.864933 -1.683323 -4.057775 0.140 0.023 0.007
H -3.807462 -3.044060 -5.835388 0.075 -0.043 0.009
C 3.910131 1.860270 0.436777 0.019 -0.034 -0.340
Ti 0.030087 0.798427 0.944619 -0.943 0.888 0.090
H 1.214643 0.134561 3.769571 0.052 0.019 0.002
C -2.420602 -3.375430 -4.195104 -0.093 -0.009 -0.160
H 2.068773 4.108107 3.254457 0.007 -0.006 0.027
P -1.623851 -0.475341 2.593877 0.080 -0.969 -0.476
C -3.686293 1.823013 -0.077856 -0.029 0.009 -0.132
H -4.397566 -1.191024 -0.203381 -0.015 -0.018 -0.001
H 1.705520 -3.971910 0.007509 0.032 0.034 0.076
H 0.169966 0.461618 -5.159264 0.001 0.074 -0.004
H 0.784024 3.127269 -1.400739 -0.046 0.034 0.035
N -0.091485 -2.920514 0.120705 -0.028 -0.349 0.266
H -0.712728 3.534775 0.311084 0.090 0.012 0.000
C -2.265523 2.197717 -0.526965 -0.051 -0.101 0.068
C 4.028522 2.910483 -0.501621 0.057 -0.048 -0.129
H -3.067314 -1.339654 -3.936377 0.071 0.035 -0.078
H -0.635202 -5.192968 1.541171 -0.107 -0.065 0.005
C 2.902519 5.701332 2.084942 0.015 -0.011 -0.076
H -1.854681 2.895300 1.505379 0.066 -0.055 0.167
N 6.301507 3.293928 1.514369 -0.463 -0.351 0.391
C 3.532481 -0.443398 1.967623 0.065 -0.551 0.439
C 0.843348 -3.875212 0.678429 -0.082 0.254 -0.309
H 0.773004 -2.230507 4.361210 0.038 -0.106 -0.051
C -3.805276 -1.872074 1.745677 0.004 -0.042 0.015
H -0.644730 -5.416571 -0.892572 -0.173 0.131 -0.128
O -2.438474 -1.415746 1.582899 -0.292 0.014 -0.223
H -4.325331 2.711284 -0.048454 0.053 -0.085 0.017
H -0.485471 -6.874851 -0.148032 -0.133 -0.241 0.041
H 4.059602 2.665277 3.007313 -0.085 0.241 0.022
C 2.920828 3.366785 -1.164682 0.093 0.033 -0.057
C 1.165145 -0.092123 -2.597843 0.071 0.031 -0.133
C -1.392074 0.869423 -0.530500 -0.170 0.282 -0.036
H -3.852248 -2.878224 -0.163049 -0.016 0.024 0.027
H -2.130593 -3.278959 -6.342898 -0.052 -0.005 0.029
C 4.758768 0.253081 2.000710 0.156 -0.158 0.240
Ge -0.765801 0.119945 -2.289537 0.024 -0.220 -0.229
H 1.002860 -5.870838 1.526506 0.012 -0.112 -0.076
O -0.957630 -1.662962 3.439011 0.407 0.085 0.437
C 2.920391 4.447680 2.681591 0.164 -0.199 0.001
N 6.219799 2.059212 1.384608 0.005 0.347 -0.361
H 1.834679 1.023452 -5.076350 -0.069 -0.003 0.000
H 3.419217 -1.360961 2.533972 0.038 0.034 -0.013
H 1.672421 0.871002 -2.572786 0.052 0.015 -0.017
H -1.948330 0.144807 6.165946 -0.130 0.015 -0.019
H -3.615306 -0.066488 6.725207 0.052 0.033 -0.016
H 1.293368 0.066640 -7.329072 0.014 -0.042 0.018
H 5.565310 -0.100719 2.632948 -0.051 -0.053 -0.077
H -3.181572 -3.745354 -3.497824 0.069 -0.027 0.037
H -0.524898 -1.754402 5.444839 -0.101 -0.027 0.057
H -0.163320 0.667874 4.742208 0.100 -0.039 0.022
H -1.481439 -1.508442 -4.678975 -0.083 0.007 0.039
H -0.611762 -2.385338 -2.452656 -0.084 0.102 -0.028
H 0.817860 -6.163578 -0.846664 0.233 -0.034 -0.146
C 1.209729 0.127652 -5.160622 0.048 -0.125 -0.004
C -2.891690 -3.604685 -5.629611 -0.011 0.028 0.060
H 2.554630 -0.882401 -6.540315 -0.098 0.002 0.010
C -4.401175 -2.108900 0.384431 -0.054 -0.080 -0.099
C 5.116020 5.359595 1.247027 0.061 0.147 -0.185
H 0.889803 -1.482547 -6.584729 0.052 0.064 0.005
H -3.192483 -1.435214 4.672732 0.082 -0.084 -0.068
H 5.002024 3.340417 -0.708053 -0.107 -0.030 0.033
H 1.240100 -0.061076 5.523789 0.001 -0.032 0.015
H -0.795316 -2.623949 0.786487 -0.088 -0.054 -0.045
H -0.531567 -3.177716 -0.750236 0.047 0.043 -0.071
H 2.987719 4.180107 -1.873475 -0.008 -0.027 0.005
H -4.374485 -1.114172 2.279018 0.020 0.081 0.025
H 2.516290 -1.071560 -3.960580 -0.044 -0.090 -0.017
H -1.333125 0.879773 -3.496159 -0.073 0.180 0.186
C -2.997427 0.321399 5.912882 0.096 0.079 0.097
H -2.057176 0.052694 -0.209758 0.105 -0.032 -0.032
H -4.139410 1.110723 -0.776145 0.040 0.058 0.073
Br 1.364083 6.773797 2.243526 -0.075 0.042 0.009
C 1.504201 -0.582548 -6.478524 0.042 0.011 0.031
C 1.682753 2.771103 -0.913793 -0.110 -0.073 0.091
C -1.749886 3.242187 0.479592 -0.095 -0.047 -0.148
H 5.989472 5.697813 0.695860 -0.101 0.008 0.115


No. 2
84
Properties=species:S:1:pos:R:3:forces:R:3 method="wB97M-V/def2-TZVPD" e_above_lowest_kcal_mol=12.68 charge=+2 orbital_gap_ha=0.263 homo_ha=-0.4640 largest_force_ev_per_a=1.5
H 1.108658 3.414817 1.605878 0.034 0.008 -0.070
C 2.673850 -0.811414 1.812223 -0.015 -0.648 0.738
N -0.790683 -1.368034 1.551342 0.113 -0.042 -0.406
C 4.789206 -0.781426 0.688780 -0.182 0.269 -0.122
C 0.529984 0.712141 5.439250 -0.035 -0.061 0.052
Si 0.298538 -3.426458 -1.760620 0.106 -0.706 0.001
C 3.954111 -1.314020 1.657843 -0.063 -0.014 0.066
H -0.235955 5.157014 -0.314055 0.065 0.171 0.066
H -1.175226 1.724532 -3.078584 -0.231 -0.040 0.109
C -0.189431 1.594815 -3.512523 0.150 -0.743 0.118
H 1.464142 1.737133 -0.826123 0.022 0.302 -0.241
C -1.958994 -1.833340 1.043977 -0.215 -0.086 -0.053
C -1.673596 3.606619 -0.716594 0.419 0.121 0.176
H -3.556100 3.167963 1.825194 0.165 0.018 0.138
H 4.972784 0.812882 -0.738214 0.011 0.054 -0.094
N 0.961333 1.442971 3.205767 0.070 0.393 -0.196
Sb 1.607744 -1.499845 3.574552 -0.312 0.396 -0.234
H -3.725666 1.482964 -0.735204 0.039 -0.012 -0.041
H 3.084006 2.158980 -1.452961 -0.089 -0.010 -0.119
H -2.141510 -1.043062 -3.951880 -0.108 0.016 0.140
H 2.009543 4.234221 2.883446 0.070 0.102 -0.098
S -1.442543 2.757259 0.882696 -0.443 -0.986 -0.782
C -0.822631 -3.191606 3.100803 -0.139 -0.003 0.027
O -0.746333 1.393444 0.487006 -0.812 1.277 0.005
C 2.503728 1.944344 -0.560507 -0.031 -0.132 -0.045
C 1.836306 -0.385667 -4.748763 -0.600 -0.051 0.388
H 1.014877 -5.301527 -0.243616 -0.020 -0.298 -0.102
H 2.539273 2.816709 0.091388 -0.046 0.069 0.019
C -4.136244 2.134201 0.032671 0.065 -0.017 -0.116
C 0.240075 2.012603 5.828477 -0.036 0.051 -0.128
H -3.153016 1.452664 1.852466 0.131 0.040 0.127
H -1.830672 -0.735334 -0.760880 -0.405 -0.076 -0.133
H 2.640475 0.183301 -4.283032 0.016 0.035 0.082
C 0.373414 3.022850 4.894001 -0.008 -0.161 0.063
C 3.039003 0.764397 0.166799 0.132 0.041 -0.103
H 0.300950 4.590631 2.678951 -0.006 0.079 -0.058
As 1.011215 -1.163636 -1.622628 -0.529 0.101 -0.208
H -0.341550 -3.697165 3.925898 0.040 -0.053 0.008
C 0.922481 -4.226757 -0.145854 -0.169 0.416 -0.500
H 2.164980 -1.419948 -4.819840 0.053 -0.136 0.014
C -0.458881 4.433575 -1.091510 0.086 -0.046 0.151
C -1.548913 -3.862509 -2.014159 0.630 0.405 0.092
H -2.530679 4.263667 -0.576749 -0.138 -0.072 0.138
H 1.901545 -3.835106 0.119144 0.185 0.065 -0.008
H -1.028200 -2.173303 -4.713285 0.015 -0.208 -0.026
C -3.202208 2.335038 1.214615 0.227 -0.017 -0.088
H 0.537282 2.113457 -2.896875 0.174 0.103 0.130
C 1.318807 -4.065317 -3.235765 -0.297 0.377 0.509
Al 0.255038 -0.048902 0.401928 0.558 -0.604 0.284
C 0.756662 2.703032 3.592112 -0.195 0.150 0.241
H 0.483473 -0.105608 6.147349 0.037 0.026 0.026
H -5.053590 1.674067 0.395659 -0.034 -0.024 0.061
H -3.091087 -0.184746 0.367793 -0.013 0.026 -0.009
H 4.288858 -2.124643 2.288377 0.043 -0.033 0.057
H -4.416319 3.077411 -0.426775 0.001 0.042 -0.040
C -2.570166 -2.984388 1.520515 0.073 0.029 0.348
H -1.436663 -0.671708 -5.511253 0.077 0.174 -0.175
H -0.198428 2.080746 -4.480539 0.012 0.054 -0.317
H -3.510814 -3.294818 1.090719 0.012 -0.035 -0.114
H -2.098388 -3.894301 -1.077925 -0.028 0.024 0.179
H 0.419201 3.818737 -1.252081 0.131 -0.119 -0.043
H 1.704579 -0.012993 -5.760528 -0.132 0.090 -0.156
H 1.271334 -5.147135 -3.322897 -0.103 -0.181 0.066
C -1.999961 -3.691148 2.564998 0.067 0.311 -0.222
H 2.364736 -3.786005 -3.119894 0.079 0.037 0.029
H -1.635052 -4.845565 -2.469577 0.114 -0.183 -0.058
H -0.055300 2.236863 6.842876 -0.007 -0.003 0.071
N 2.196107 0.161849 1.028868 -0.434 0.014 -0.525
C 4.334827 0.313375 -0.026756 0.056 -0.115 0.293
H -3.357995 -1.662435 -0.548535 0.089 0.021 -0.133
H -2.448161 -4.599803 2.938289 -0.054 -0.035 0.056
C 0.888282 0.489226 4.119883 0.213 -0.774 0.232
H 0.964930 -3.644811 -4.173990 -0.063 0.064 -0.137
C -1.233366 -1.121215 -4.544025 0.611 0.174 0.511
Si 0.245608 -0.258560 -3.705506 0.147 0.445 -0.520
H 5.772694 -1.189500 0.515073 0.105 -0.015 0.005
H -1.904177 2.858031 -1.472224 -0.113 -0.120 0.181
C 1.045303 3.799719 2.618567 0.119 0.061 0.103
H 0.251345 -4.034491 0.684964 -0.193 0.065 0.143
H -0.657627 4.974960 -2.012545 -0.050 0.010 -0.068
H 0.207858 4.053639 5.171013 0.000 0.075 0.003
C -2.602820 -1.061442 -0.047865 0.149 0.116 -0.174
H -2.044414 -3.159898 -2.676882 -0.064 0.120 -0.112
C -0.245779 -2.047257 2.577867 0.702 -0.178 0.526


No. 3
55
Properties=species:S:1:pos:R:3:forces:R:3 method="wB97M-V/def2-TZVPD" e_above_lowest_kcal_mol=0.00 charge=+2 orbital_gap_ha="0.244 / 0.154" multiplicity=3 homo_ha="-0.4726 / -0.4733" largest_force_ev_per_a=4.6
N -3.683094 4.846130 0.781027 0.875 -0.343 -1.246
H 1.005326 -1.099858 -2.804698 -0.223 0.477 0.151
H 6.307454 -2.734949 -1.108825 -0.418 0.142 0.084
C -4.948336 4.844994 2.964622 -0.208 -0.014 0.428
N -0.217278 -1.621760 0.865425 0.003 0.481 -0.175
C -3.602736 2.343917 3.317886 -0.085 0.035 0.175
H -5.864144 4.405072 4.873950 0.231 -0.092 -0.270
C 3.132144 -1.948372 -0.278138 1.300 0.392 1.119
O -1.481541 -1.819329 2.709334 0.315 -0.426 -0.866
H 2.684852 -0.563682 -2.348285 -0.561 -0.253 -0.143
H -4.692875 2.262206 5.184567 0.100 0.045 -0.227
H -3.074274 1.400398 3.421273 -0.212 0.115 0.176
H 5.481867 -3.254538 0.357979 -0.034 0.094 0.056
H 3.204088 -2.415589 0.723517 -0.342 0.042 -0.406
N -2.635160 2.900129 0.994347 -1.397 1.188 1.454
H -0.551872 -3.681036 0.342615 0.156 0.388 0.094
O 0.084001 0.121916 -0.590363 2.254 -2.434 0.597
C -2.838273 3.960621 0.182779 -1.520 0.296 2.530
C -1.081468 -1.017772 1.763542 -0.690 2.373 0.574
C -1.037878 -3.176113 2.389868 -0.497 -0.398 1.184
C 4.850301 -3.379311 -3.550142 0.237 -0.041 -0.113
C 1.711217 -1.783212 -0.822137 -1.041 0.230 -0.500
C -0.692299 2.709953 -2.341829 -1.651 1.250 1.701
H 0.873890 -3.317151 1.364121 -0.187 -0.288 0.047
H 3.572481 -0.932983 -0.118739 -0.279 -0.548 -0.121
N -1.378012 2.782983 -1.181847 1.218 1.623 -4.083
H -0.039085 1.879135 -2.571435 -0.035 0.122 -0.096
H 5.536231 -4.288824 -1.059013 -0.159 0.225 0.125
C -0.169796 -3.065322 1.168197 1.097 -0.008 -0.642
H 1.242629 -2.777471 -0.818020 0.110 0.025 -0.185
C -5.167377 4.061249 4.108127 0.256 0.220 -0.559
H -5.457611 5.799375 2.797922 0.150 -0.401 0.189
C -4.499545 2.833850 4.280262 0.354 0.006 -0.500
H 5.223979 -4.396213 -3.374363 -0.184 0.131 0.158
O -1.469085 0.186571 1.813231 0.967 -3.268 0.659
C -4.052875 4.347648 2.029262 -0.029 -0.437 0.086
H 5.739422 -2.730175 -3.545313 -0.212 -0.163 0.013
H -1.943482 -3.772421 2.225174 0.342 0.144 0.144
C 3.841264 -2.881116 -2.544462 -0.129 -0.227 0.661
H 1.826710 -3.484832 -2.778254 0.055 0.394 -0.086
S -0.982100 4.074330 -3.324748 -0.350 0.152 0.384
H 4.445918 -3.366691 -4.571659 0.032 0.032 0.347
C 2.448270 -2.597663 -3.018634 0.350 -0.844 -0.386
C -3.388668 3.114704 2.176759 -0.298 0.715 -0.536
C -2.058489 4.760021 -2.156806 0.057 -0.772 0.765
C 0.548327 -0.953665 -0.118993 -0.466 0.239 -1.409
C 4.100935 -2.702830 -1.233803 -0.195 -0.029 -1.012
H -0.480778 -3.528576 3.261784 -0.291 -0.047 -0.156
C 5.408224 -3.247607 -0.728945 0.508 -0.058 0.424
Pt -1.370986 1.488788 0.259942 -0.135 -0.724 1.135
H -3.999819 5.717700 0.362958 0.078 -0.291 0.220
H 2.402019 -2.558552 -4.108193 0.035 0.510 0.053
C -2.157005 3.935636 -1.060555 1.412 -0.279 -2.141
C 1.933899 -1.376441 -2.316119 -0.915 0.289 0.572
H -2.589507 5.696729 -2.246156 0.251 0.013 -0.447


No. 4
7
Properties=species:S:1:pos:R:3:forces:R:3 method="wB97M-V/def2-TZVPD" e_above_lowest_kcal_mol=82.43 orbital_gap_ha=0.314 smiles=N#CN(N)Br homo_ha=-0.3702 largest_force_ev_per_a=4.7
N -2.346627 0.097757 0.891265 -1.796 0.292 0.243
C -1.301699 -0.184116 0.533690 1.574 0.333 0.370
Br 1.267025 -0.386389 1.797976 -1.275 0.228 -0.976
H 1.476522 -0.097609 -1.171957 0.749 -1.129 0.655
N 0.496114 0.052208 -1.069813 -1.695 -0.689 1.337
H 0.452018 1.060004 -1.282237 -0.937 -0.158 1.391
N -0.043352 -0.541855 0.301076 3.380 1.122 -3.021


In Ha, the calculated total energy values for the records above are, in order, -7924.89346, -5029.33449, -1814.38373, -2777.46186.